No. 1
This record from the Open Molecules 2025 dataset describes a single C20H33N3O4S molecule. The level of theory is ωB97M-V/def2-TZVPD.

The geometry in XYZ format:
```
61
Properties=species:S:1:pos:R:3
S -2.8756 4.3293 5.2824
O 3.5565 0.0869 2.0122
O -1.7891 3.9715 6.1461
O -3.4087 5.6632 5.2715
O -1.9774 1.7693 4.0869
N -1.0579 2.5396 2.1662
N 1.3165 -0.1911 2.2978
N -4.1329 3.3281 5.5226
C -2.3291 4.0762 3.6009
C 2.6289 -0.4722 2.5655
C 0.9189 1.0635 1.6550
C 2.8504 -1.5065 3.6504
C -0.6059 1.2010 1.8146
C 3.6285 -1.8241 6.0234
C 1.7516 0.6948 5.5072
C 3.0872 0.4949 5.1655
C 2.0850 3.0839 5.6348
C 3.6274 -0.8790 4.8238
C -4.2316 2.4217 7.8396
C -1.7691 2.6922 3.3171
C 3.4235 2.8817 5.3184
C 1.3478 1.0907 0.1930
C -0.8357 3.5747 1.1743
C 1.5354 4.4771 5.7915
C -4.0122 2.1314 6.3643
C 1.2523 1.9712 5.7291
C 1.1960 5.0846 4.4286
C 3.9145 1.6078 5.0788
H 2.2690 5.1082 6.2989
H 1.0816 -0.1551 5.5969
H 1.4011 1.8893 2.1945
H -3.1839 4.2890 2.9577
H -1.1943 3.2332 0.2000
H 0.6389 4.4530 6.4097
H 4.0197 -2.8053 5.7470
H 4.0884 3.7355 5.2434
H 2.6164 -1.9623 6.4104
H 0.6759 -0.5301 2.9969
H -5.2156 2.8623 8.0145
H 4.2422 -1.4255 6.8316
H -4.9856 3.8628 5.6209
H 0.6906 6.0465 4.5340
H -3.4734 3.1122 8.2081
H 1.0707 2.0374 -0.2734
H 2.4240 0.9673 0.1122
H 0.2277 3.8068 1.0871
H 0.5465 4.4037 3.8728
H 0.2038 2.1115 5.9703
H -1.0993 0.9017 0.8831
H -1.3613 4.4893 1.4240
H -3.0261 1.7153 6.1849
H 4.9528 1.4743 4.7986
H 4.6567 -0.7387 4.4877
H 1.8994 -1.9124 4.0065
H -4.7381 1.4059 5.9939
H -1.5913 4.8654 3.4612
H 3.4241 -2.3355 3.2327
H -0.9690 0.5485 2.6038
H 0.8550 0.2826 -0.3517
H 2.0975 5.2330 3.8310
H -4.1702 1.5002 8.4201
```

- Structure (SMILES): CCNS(=O)(=O)CC(=O)N(C)C[C@H](C)NC(=O)C[C@H](C)c1ccc(CC)cc1
- Orbital gap: 9.1 eV
- Total charge: 0
- ΔE to the lowest compared entry with this formula, charge and spin: 54.8 kJ/mol
- Energy: -1645.35554 a.u.

=====

No. 2
This record from the Open Molecules 2025 dataset describes a single C20H33N3O6 molecule. The level of theory is ωB97M-V/def2-TZVPD.

The geometry in XYZ format:
```
62
Properties=species:S:1:pos:R:3
O 4.0281 -0.3061 1.0304
O -2.2140 1.5995 2.5343
O -3.8495 1.7307 0.3986
O -0.9519 -1.1514 -1.1974
O -2.8100 -0.9376 3.4206
O 2.6028 0.5726 -0.5243
N -3.3543 0.4300 -1.3843
N -0.1290 -0.9852 0.9062
N 2.3863 -1.5449 0.1186
C -4.9939 -1.0681 -2.5660
C 1.2931 -3.2973 -0.9901
C 2.7983 -2.7709 0.7874
C 4.7313 1.6220 -1.1120
C -0.7179 1.7934 0.5885
C -4.4965 -1.8144 -1.3614
C 3.0995 -0.4007 0.2621
C 1.7171 -3.7744 0.3981
C -1.2987 -0.4511 1.5643
C 3.2827 2.5743 0.7129
C -1.5677 -1.2354 2.8621
C -1.6738 1.9137 -0.5832
C -3.0562 1.3603 -0.4626
C 3.2979 1.8432 -0.6290
C 1.3394 -1.7683 -0.8543
C 2.5021 2.6193 -1.6795
C -1.1059 1.0631 1.8678
C -1.2907 3.1222 0.2267
C -0.0336 -1.2492 -0.4049
C -4.5707 -0.3163 -1.3445
H -4.3512 -1.0240 -3.4319
H -2.5908 0.0043 -1.8947
H -5.2010 -2.3717 -0.7648
H -2.0523 3.5297 0.8753
H -1.5720 -2.3086 2.6462
H -0.7534 -1.0267 3.5773
H -0.2696 1.1588 2.5780
H -6.0454 -1.1078 -2.8032
H 3.8248 1.9972 1.4569
H 0.3037 -3.6452 -1.2793
H 0.8750 -3.7147 1.0885
H 2.8786 -2.6090 1.8645
H -0.6509 3.8652 -0.2247
H 5.2999 1.0734 -0.3665
H -5.3120 0.1747 -0.7282
H 4.7304 1.0570 -2.0421
H -2.8797 0.0322 3.4672
H 2.2611 2.7236 1.0563
H 3.7598 3.5439 0.6029
H 2.0144 -3.6254 -1.7390
H 1.4757 2.7586 -1.3526
H 3.7842 -3.0777 0.4206
H -2.9430 1.7285 1.8860
H 2.0907 -4.7955 0.3914
H -2.1495 -0.5833 0.8886
H -1.2366 1.7918 -1.5663
H 2.9562 3.5924 -1.8396
H -3.5133 -2.2569 -1.4164
H 5.2097 2.5818 -1.2841
H 0.7151 -1.0382 1.4582
H 1.5717 -1.2756 -1.8036
H 0.3124 1.6010 0.3136
H 2.4929 2.0732 -2.6193
```

- Structure (SMILES): CC(C)(C)OC(=O)N1CCC[C@H]1C(=O)N[C@@H](CO)[C@H](O)[C@@H]1C[C@@H]1C(=O)NC1CC1
- Orbital gap: 9.6 eV
- Total charge: 0
- ΔE to the lowest compared entry with this formula, charge and spin: 0.0 kJ/mol
- Energy: -1397.65064 a.u.

=====

No. 3
This record from the Open Molecules 2025 dataset describes a single C20H33N5O3 molecule. The level of theory is ωB97M-V/def2-TZVPD.

The geometry in XYZ format:
```
61
Properties=species:S:1:pos:R:3
O 2.0905 0.6696 2.1204
O -2.6504 3.4574 -0.4665
O -3.1408 -2.8677 -0.8327
N 3.0841 -0.7996 -1.4392
N -4.1545 -0.3098 -0.2117
N 1.4801 -1.2642 1.1459
N 3.7902 -0.8673 -0.3022
N -1.9902 1.7160 0.7823
C 0.6865 -2.0346 0.2117
C 3.7108 -2.0603 0.4904
C -3.2020 -1.8544 -1.8122
C -3.3410 1.5930 1.3070
C -1.7512 2.7300 -0.0835
C -3.0836 -0.4688 -1.1749
C 4.4324 0.2950 -0.0403
C -4.1854 -2.7091 0.0994
C -4.1015 -1.3485 0.7950
C 0.2934 0.8080 0.5517
C 3.2820 0.4110 -1.9315
C 5.2319 0.5291 1.1861
C 2.6555 0.8517 -3.2069
C -0.9601 0.9192 1.4166
C 1.3751 0.0745 1.3327
C 4.1306 1.1435 -1.0838
C 0.7430 2.2278 0.2181
C -0.3398 2.8866 -0.6210
C 2.6843 -1.9030 1.6324
C -4.3555 1.0306 0.2863
H -3.1679 -1.3217 1.3869
H 0.8179 -3.0902 0.4440
H -3.3107 0.9715 2.2027
H -5.1560 -2.7934 -0.4105
H 1.6874 2.2041 -0.3283
H -0.6802 1.3665 2.3818
H -3.1808 0.3028 -1.9403
H 4.5600 0.7301 2.0214
H 1.9923 0.0748 -3.5774
H 5.8732 1.3948 1.0455
H 2.4456 -2.8820 2.0548
H -4.3763 1.7040 -0.5720
H -4.0801 -3.5219 0.8204
H 3.4220 1.0479 -3.9557
H 4.4726 2.1496 -1.2190
H -0.1560 3.9557 -0.7383
H -0.3727 -1.8068 0.3115
H 1.0078 -1.8618 -0.8196
H -4.9484 -1.2283 1.4737
H 5.8492 -0.3339 1.4316
H 3.0893 -1.2601 2.4160
H 0.0741 0.2842 -0.3807
H -2.0871 -0.3853 -0.7143
H -0.3484 2.4519 -1.6261
H -2.3727 -2.0406 -2.4969
H 4.6905 -2.3043 0.9083
H -3.6966 2.5913 1.5826
H -4.1535 -1.9230 -2.3587
H 2.0891 1.7701 -3.0570
H 3.3997 -2.8582 -0.1877
H 0.9106 2.7784 1.1448
H -5.3392 1.0551 0.7659
H -1.3693 -0.0768 1.6214
```

- Structure (SMILES): Cc1cc(C)n(CCN(C)C(=O)[C@@H]2CCC(=O)N(CCN3CCOCC3)C2)n1
- Orbital gap: 9.1 eV
- Total charge: 0
- Energy: -1281.42377 a.u.

=====

No. 4
This record from the Open Molecules 2025 dataset describes a gas-phase ion, C20H33N6O (charge +1) at a distorted geometry. The level of theory is ωB97M-V/def2-TZVPD.

The geometry in XYZ format:
```
60
Properties=species:S:1:pos:R:3
O -2.2789 2.4874 0.5718
N -3.2616 -0.9525 -1.9664
N -0.0760 0.6901 0.2748
N -3.9863 -0.3668 -1.1170
N -3.2463 -0.1342 -0.0299
N -2.0345 -1.1357 -1.5079
N 2.1300 2.4576 -0.3691
C -1.8963 -4.2395 -0.2543
C -1.8161 -3.5255 1.0895
C 3.6883 -0.3560 -1.3553
C -3.7390 0.6301 1.0788
C -2.0091 -0.6351 -0.2924
C -0.8212 -0.5788 0.5996
C -0.4269 -2.9613 1.3912
C 4.2390 -1.2948 1.1882
C 0.9229 1.0539 1.3044
C 1.1813 2.0325 -1.3637
C 1.5608 2.4106 0.9487
C 4.1306 -2.1861 0.1333
C 4.0614 0.0620 0.9721
C 3.7689 0.5462 -0.2991
C 3.5122 2.0194 -0.5219
C -3.6398 2.1231 0.7662
C -2.1512 3.8593 0.2323
C 0.0365 -1.8422 0.4523
C 3.8652 -1.7129 -1.1412
C 0.5599 0.6593 -1.0638
H 1.3366 -0.1063 -1.0604
H -4.0633 2.6982 1.5981
H 1.6933 0.2823 1.3425
H -1.1286 -5.0057 -0.3213
H -2.0645 -4.2358 1.8799
H -1.7722 -3.5492 -1.0850
H 4.1066 2.6067 0.1820
H -2.5649 -2.7298 1.1299
H 4.1703 0.7531 1.7966
H 2.3306 2.6416 1.6850
H -4.7892 0.3720 1.2285
H -0.0055 -2.1898 -0.5790
H -0.1887 0.3986 -1.8134
H 4.4724 -1.6540 2.1790
H 1.6688 1.9960 -2.3376
H -1.0898 4.0689 0.1164
H 3.8049 -2.3991 -1.9717
H 0.4281 1.1204 2.2747
H -2.6718 4.0761 -0.7045
H 3.5029 0.0072 -2.3564
H -2.8653 -4.7190 -0.3616
H 3.8196 2.2981 -1.5320
H -4.2132 2.3431 -0.1440
H -3.1690 0.3818 1.9768
H -1.1490 -0.4810 1.6418
H 1.0752 -1.6179 0.6981
H -0.7935 1.4469 0.2718
H -2.5609 4.4913 1.0237
H 0.7897 3.1880 1.0174
H 0.2958 -3.7747 1.3171
H -0.4018 -2.5959 2.4216
H 4.2724 -3.2423 0.3004
H 0.3828 2.7832 -1.4180
```

- Structure (SMILES): CCCC[C@H](c1nnnn1CCOC)[NH+]1CCN(Cc2ccccc2)CC1
- Orbital gap: 9.6 eV
- Total charge: +1
- ΔE to the lowest compared entry with this formula, charge and spin: 14.2 kJ/mol
- Energy: -1185.40852 a.u.

=====

| no. | LUMO energy (eV) |
| --- | --- |
| 1 | 0.471 |
| 2 | 0.531 |
| 3 | 0.725 |
| 4 | -2.177 |